{"formula": "C4H4I2Si", "method": "wB97M-V/def2-TZVPD", "de_lowest_kj_mol": 258.10, "fmax_ev_per_a": 3.07, "homo_ha": [-0.31212, -0.31210], "e_tot_ev": -28288.395, "lumo_ev": [-2.8, -2.8], "homo_lumo_gap_ha": [0.2087, 0.2086], "symbols": ["C", "C", "C", "C", "Si", "I", "I", "H", "H", "H", "H"], "xyz": [[-1.157385, -0.169337, 0.797952], [-0.159915, 0.886993, 0.911725], [-1.049888, -0.952483, -0.337717], [0.676916, 1.005476, -0.170580], [0.246717, -0.246731, -1.422154], [2.058943, 2.588205, 0.049393], [2.781574, -2.499293, 0.095577], [-1.972722, -0.363599, 1.660773], [0.135575, 1.421903, 1.818001], [-1.813681, -1.726059, -0.570282], [0.253871, 0.054925, -2.832692]], "forces_ev_per_angstrom": [[-1.7, -1.9, 0.3], [1.9, -0.1, -1.0], [-2.0, 0.0, 0.8], [-0.1, 1.7, 1.8], [0.9, -0.8, 2.1], [0.0, -0.6, -0.6], [-1.2, 1.1, -0.9], [2.1, 0.5, -2.2], [-0.8, -0.1, -0.1], [0.9, 0.6, 0.3], [0.1, -0.3, -0.5]]}